(1)
Below is a cluster of 14 separate species, C93H170Cl3N13O8 in total at a distorted geometry, with properties calculated with the ωB97M-V functional and the def2-TZVPD basis.

Output
HOMO-LUMO gap (alpha / beta): 0.2388 / 0.0829 Ha
<S²>: 24.81
spin multiplicity: 10
total energy: -6338.70633 Ha
net charge: +1

Element x y z (Å)
C (-29.027, 0.350, -33.308)
Cl (-27.529, 0.160, -32.358)
Cl (-29.930, 1.886, -32.996)
Cl (-30.135, -0.986, -32.821)
H (-28.841, 0.353, -34.382)
C (-34.650, -10.912, -36.369)
C (-33.207, -11.187, -36.936)
C (-32.658, -9.896, -37.588)
C (-31.140, -10.011, -37.920)
C (-30.376, -10.238, -36.672)
C (-30.813, -11.516, -35.994)
N (-32.287, -11.642, -35.903)
O (-32.722, -12.908, -35.192)
C (-30.042, -12.737, -36.623)
C (-30.188, -11.220, -34.569)
C (-33.559, -12.227, -38.004)
H (-35.445, -10.646, -37.066)
H (-34.530, -10.110, -35.641)
H (-34.921, -11.812, -35.817)
H (-33.344, -9.528, -38.350)
H (-32.776, -9.053, -36.906)
H (-30.817, -9.098, -38.420)
H (-30.918, -10.813, -38.623)
H (-30.662, -9.370, -36.078)
H (-29.318, -10.048, -36.850)
H (-28.993, -12.514, -36.818)
H (-30.091, -13.582, -35.937)
H (-30.465, -12.915, -37.612)
H (-29.120, -11.416, -34.666)
H (-30.276, -10.219, -34.147)
H (-30.615, -11.845, -33.786)
H (-34.392, -11.825, -38.581)
H (-33.792, -13.266, -37.775)
H (-32.672, -12.307, -38.632)
C (-32.763, -4.966, -43.485)
C (-32.186, -5.862, -42.375)
C (-30.677, -5.958, -42.782)
C (-29.764, -6.551, -41.756)
C (-29.867, -5.644, -40.469)
C (-31.350, -5.483, -39.961)
N (-32.279, -5.105, -41.056)
O (-33.551, -4.749, -40.675)
C (-31.807, -6.700, -39.220)
C (-31.178, -4.308, -38.926)
C (-32.852, -7.162, -42.405)
H (-33.845, -5.085, -43.525)
H (-32.343, -5.148, -44.474)
H (-32.512, -3.923, -43.286)
H (-30.497, -6.568, -43.667)
H (-30.363, -4.939, -43.010)
H (-28.791, -6.477, -42.241)
H (-29.932, -7.613, -41.579)
H (-29.351, -4.692, -40.589)
H (-29.271, -6.270, -39.805)
H (-31.858, -7.559, -39.889)
H (-31.312, -6.828, -38.258)
H (-32.836, -6.547, -38.892)
H (-30.640, -3.464, -39.357)
H (-32.136, -3.869, -38.648)
H (-30.636, -4.607, -38.029)
H (-33.118, -7.352, -43.445)
H (-33.793, -7.092, -41.859)
H (-32.306, -8.029, -42.033)
C (-26.382, -4.276, -25.138)
C (-26.973, -5.515, -25.918)
C (-27.823, -4.821, -27.065)
C (-28.207, -5.787, -28.175)
C (-26.972, -6.595, -28.611)
C (-26.228, -7.361, -27.497)
N (-25.897, -6.425, -26.401)
O (-25.112, -7.032, -25.358)
C (-27.065, -8.614, -27.231)
C (-24.983, -7.829, -28.265)
C (-28.047, -6.222, -24.950)
H (-27.144, -3.753, -24.559)
H (-25.823, -3.631, -25.816)
H (-25.637, -4.629, -24.425)
H (-28.794, -4.545, -26.653)
H (-27.432, -3.895, -27.488)
H (-28.655, -5.236, -29.002)
H (-28.973, -6.449, -27.770)
H (-26.381, -5.858, -29.154)
H (-27.372, -7.304, -29.335)
H (-27.030, -9.487, -27.883)
H (-26.727, -8.890, -26.232)
H (-28.139, -8.445, -27.148)
H (-25.265, -8.623, -28.957)
H (-24.474, -6.990, -28.741)
H (-24.264, -8.217, -27.544)
H (-28.448, -7.150, -25.357)
H (-28.873, -5.583, -24.634)
H (-27.578, -6.496, -24.005)
C (-34.571, -4.904, -26.303)
C (-34.207, -4.002, -27.521)
C (-32.801, -3.423, -27.225)
C (-32.201, -2.778, -28.457)
C (-32.126, -3.806, -29.561)
C (-33.499, -4.284, -29.981)
N (-34.235, -4.769, -28.824)
O (-35.509, -5.312, -29.094)
C (-34.142, -3.141, -30.805)
C (-33.293, -5.419, -31.032)
C (-35.190, -2.809, -27.508)
H (-35.648, -5.038, -26.400)
H (-34.236, -4.534, -25.334)
H (-34.217, -5.923, -26.459)
H (-32.762, -2.504, -26.640)
H (-32.132, -4.160, -26.781)
H (-31.199, -2.396, -28.256)
H (-32.771, -1.942, -28.862)
H (-31.457, -4.642, -29.353)
H (-31.530, -3.293, -30.316)
H (-34.420, -2.293, -30.180)
H (-33.510, -2.725, -31.590)
H (-35.068, -3.430, -31.302)
H (-32.530, -5.168, -31.769)
H (-32.929, -6.308, -30.517)
H (-34.221, -5.647, -31.556)
H (-36.184, -3.174, -27.770)
H (-34.909, -2.003, -28.186)
H (-35.221, -2.376, -26.509)
C (-24.138, -6.572, -33.234)
C (-22.865, -7.324, -32.627)
C (-23.214, -7.539, -31.155)
C (-22.300, -8.492, -30.370)
C (-22.137, -9.797, -31.134)
C (-21.795, -9.667, -32.676)
N (-22.604, -8.607, -33.328)
O (-22.256, -8.478, -34.779)
C (-20.298, -9.471, -32.628)
C (-22.209, -11.019, -33.280)
C (-21.666, -6.311, -32.719)
H (-24.560, -5.770, -32.627)
H (-24.878, -7.264, -33.634)
H (-23.830, -6.096, -34.165)
H (-23.151, -6.523, -30.764)
H (-24.203, -7.992, -31.080)
H (-22.628, -8.765, -29.367)
H (-21.345, -7.979, -30.258)
H (-22.996, -10.435, -30.928)
H (-21.366, -10.321, -30.570)
H (-19.911, -9.525, -33.646)
H (-19.995, -8.544, -32.142)
H (-19.886, -10.348, -32.130)
H (-21.830, -11.765, -32.582)
H (-23.280, -11.142, -33.438)
H (-21.781, -11.185, -34.269)
H (-22.104, -5.346, -32.464)
H (-21.070, -6.151, -33.617)
H (-20.870, -6.509, -32.002)
C (-31.082, -8.325, -29.115)
C (-31.921, -8.657, -27.829)
C (-33.417, -8.404, -28.179)
C (-34.066, -9.471, -29.042)
C (-33.815, -10.844, -28.431)
C (-32.354, -11.195, -28.019)
N (-31.792, -10.038, -27.271)
O (-30.443, -10.329, -26.725)
C (-32.508, -12.523, -27.205)
C (-31.646, -11.535, -29.366)
C (-31.660, -7.543, -26.781)
H (-31.679, -8.604, -29.983)
H (-30.114, -8.826, -29.164)
H (-30.846, -7.272, -29.265)
H (-34.004, -8.261, -27.271)
H (-33.424, -7.432, -28.671)
H (-33.684, -9.472, -30.063)
H (-35.148, -9.356, -29.103)
H (-34.282, -11.630, -29.024)
H (-34.448, -10.853, -27.543)
H (-33.115, -12.361, -26.314)
H (-32.940, -13.361, -27.752)
H (-31.568, -12.955, -26.858)
H (-31.958, -10.919, -30.210)
H (-30.571, -11.387, -29.258)
H (-31.897, -12.510, -29.783)
H (-30.639, -7.552, -26.399)
H (-32.266, -7.802, -25.913)
H (-31.920, -6.488, -26.878)
C (-28.282, -6.484, -37.025)
C (-28.234, -5.917, -35.595)
C (-29.096, -4.630, -35.576)
C (-29.256, -4.079, -34.152)
C (-29.855, -5.093, -33.232)
C (-29.082, -6.406, -33.244)
N (-28.710, -6.886, -34.579)
O (-28.133, -8.272, -34.651)
C (-27.845, -6.414, -32.298)
C (-30.047, -7.372, -32.571)
C (-26.799, -5.478, -35.387)
H (-27.882, -5.751, -37.726)
H (-29.318, -6.710, -37.279)
H (-27.614, -7.345, -37.024)
H (-28.692, -3.814, -36.175)
H (-30.079, -4.953, -35.919)
H (-29.905, -3.203, -34.159)
H (-28.318, -3.756, -33.699)
H (-30.911, -5.165, -33.496)
H (-29.776, -4.500, -32.321)
H (-28.180, -6.036, -31.332)
H (-27.407, -7.393, -32.104)
H (-26.963, -5.820, -32.537)
H (-30.854, -7.562, -33.279)
H (-29.612, -8.357, -32.398)
H (-30.459, -6.888, -31.685)
H (-26.453, -4.778, -36.148)
H (-26.090, -6.305, -35.356)
H (-26.622, -5.058, -34.397)
C (-26.504, -12.598, -42.858)
C (-27.663, -11.620, -42.621)
C (-28.659, -12.380, -41.664)
C (-28.221, -12.314, -40.175)
C (-28.027, -10.822, -39.760)
C (-26.935, -10.182, -40.570)
N (-27.257, -10.311, -42.039)
O (-26.477, -9.495, -42.982)
C (-27.020, -8.654, -40.131)
C (-25.513, -10.674, -40.154)
C (-28.498, -11.486, -43.919)
H (-26.048, -12.962, -41.938)
H (-25.754, -12.038, -43.417)
H (-26.782, -13.427, -43.509)
H (-29.670, -11.999, -41.809)
H (-28.607, -13.435, -41.930)
H (-27.280, -12.857, -40.094)
H (-28.921, -12.687, -39.427)
H (-27.752, -10.828, -38.705)
H (-28.938, -10.225, -39.779)
H (-26.222, -7.969, -40.420)
H (-27.903, -8.282, -40.650)
H (-27.223, -8.483, -39.074)
H (-25.323, -10.671, -39.080)
H (-25.326, -11.718, -40.403)
H (-24.660, -10.110, -40.532)
H (-27.915, -10.953, -44.670)
H (-29.442, -10.940, -43.936)
H (-28.745, -12.488, -44.269)
N (-21.118, -4.512, -37.676)
C (-21.453, -3.572, -38.636)
C (-22.703, -3.063, -38.348)
C (-23.166, -3.691, -37.210)
C (-22.171, -4.543, -36.843)
H (-20.265, -5.052, -37.658)
H (-20.684, -3.329, -39.354)
H (-23.143, -2.301, -38.975)
H (-24.109, -3.538, -36.707)
H (-22.242, -5.255, -36.034)
N (-25.314, 0.161, -36.243)
C (-25.757, -0.533, -37.286)
C (-26.212, -1.790, -36.792)
C (-25.955, -1.751, -35.352)
C (-25.382, -0.538, -35.050)
H (-24.772, 1.013, -36.263)
H (-25.564, -0.162, -38.282)
H (-26.790, -2.540, -37.311)
H (-26.152, -2.577, -34.684)
H (-25.188, -0.055, -34.104)
N (-34.655, -1.786, -34.990)
C (-35.082, -2.357, -36.088)
C (-34.252, -3.472, -36.297)
C (-33.379, -3.595, -35.230)
C (-33.656, -2.508, -34.409)
H (-35.051, -0.920, -34.653)
H (-35.859, -1.899, -36.682)
H (-34.341, -4.203, -37.087)
H (-32.586, -4.318, -35.111)
H (-33.104, -2.193, -33.536)
N (-35.311, -7.320, -33.477)
C (-34.798, -8.324, -32.722)
C (-33.605, -8.689, -33.321)
C (-33.404, -7.766, -34.369)
C (-34.489, -6.951, -34.509)
H (-36.217, -6.892, -33.349)
H (-35.308, -8.848, -31.927)
H (-32.912, -9.468, -33.038)
H (-32.486, -7.716, -34.935)
H (-34.737, -6.107, -35.136)
N (-31.787, -1.199, -36.162)
C (-30.525, -1.379, -36.758)
C (-29.910, -0.170, -36.847)
C (-30.825, 0.843, -36.381)
C (-31.952, 0.141, -35.888)
H (-32.492, -1.899, -35.981)
H (-30.217, -2.322, -37.184)
H (-28.887, -0.061, -37.175)
H (-30.660, 1.910, -36.334)
H (-32.814, 0.518, -35.357)

(2)
Below is a cluster of 16 separate species, C96H80F16 in total at a distorted geometry, with properties calculated with the ωB97M-V functional and the def2-TZVPD basis.

Output
relative energy (zero: lowest compared OMol25 entry of this formula, charge and spin): 1.833 eV
HOMO-LUMO gap: 0.3429 Ha
total energy: -5303.85561 Ha

Element x y z (Å)
F (-1.164, -0.638, 6.536)
C (-1.881, -0.140, 7.514)
C (-1.248, -0.114, 8.790)
C (-2.061, 0.294, 9.897)
C (-3.364, 0.686, 9.706)
C (-3.931, 0.700, 8.412)
C (-3.150, 0.273, 7.312)
H (-0.264, -0.499, 9.011)
H (-1.656, 0.268, 10.897)
H (-4.028, 0.957, 10.514)
H (-4.943, 1.050, 8.274)
H (-3.603, 0.174, 6.336)
F (-0.686, 3.139, -3.275)
C (-0.332, 2.447, -4.323)
C (0.602, 3.018, -5.146)
C (1.013, 2.318, -6.247)
C (0.364, 1.117, -6.590)
C (-0.624, 0.636, -5.788)
C (-0.990, 1.264, -4.593)
H (1.078, 3.966, -4.943)
H (1.678, 2.795, -6.952)
H (0.523, 0.652, -7.552)
H (-1.111, -0.289, -6.059)
H (-1.757, 0.874, -3.941)
F (-2.356, 5.201, 4.680)
C (-1.372, 4.366, 4.948)
C (-1.554, 2.977, 4.952)
C (-0.445, 2.176, 4.938)
C (0.796, 2.716, 5.081)
C (1.044, 4.090, 5.023)
C (-0.066, 4.886, 4.989)
H (-2.495, 2.467, 4.802)
H (-0.613, 1.109, 4.951)
H (1.686, 2.105, 5.062)
H (2.049, 4.477, 5.107)
H (0.032, 5.954, 4.862)
F (2.404, 6.041, -0.692)
C (3.621, 5.502, -0.707)
C (4.214, 5.053, 0.473)
C (5.502, 4.426, 0.457)
C (6.163, 4.260, -0.748)
C (5.608, 4.772, -1.956)
C (4.383, 5.400, -1.878)
H (3.751, 5.206, 1.437)
H (6.009, 4.156, 1.371)
H (7.137, 3.793, -0.738)
H (6.037, 4.801, -2.947)
H (4.152, 5.859, -2.828)
F (2.321, -5.675, -0.202)
C (1.674, -6.866, -0.296)
C (1.246, -7.170, -1.566)
C (0.503, -8.298, -1.740)
C (0.179, -9.102, -0.679)
C (0.641, -8.819, 0.603)
C (1.371, -7.661, 0.805)
H (1.486, -6.563, -2.427)
H (0.112, -8.479, -2.731)
H (-0.355, -10.021, -0.869)
H (0.353, -9.510, 1.381)
H (1.609, -7.442, 1.835)
F (-0.568, 0.227, 2.421)
C (0.051, 0.604, 1.287)
C (0.175, -0.212, 0.146)
C (0.716, 0.343, -0.938)
C (1.067, 1.722, -0.974)
C (0.948, 2.529, 0.136)
C (0.426, 1.946, 1.290)
H (-0.024, -1.265, 0.006)
H (0.800, -0.224, -1.854)
H (1.537, 2.173, -1.836)
H (1.145, 3.589, 0.071)
H (0.144, 2.598, 2.104)
F (-5.339, 6.310, 1.570)
C (-4.402, 5.692, 0.804)
C (-3.231, 5.273, 1.391)
C (-2.231, 4.615, 0.652)
C (-2.339, 4.608, -0.764)
C (-3.502, 5.012, -1.355)
C (-4.553, 5.523, -0.533)
H (-3.089, 5.448, 2.447)
H (-1.302, 4.297, 1.101)
H (-1.530, 4.229, -1.372)
H (-3.593, 4.900, -2.426)
H (-5.483, 5.800, -1.007)
F (0.761, 11.442, 2.047)
C (0.475, 10.159, 1.781)
C (-0.794, 9.704, 1.705)
C (-1.030, 8.333, 1.594)
C (0.038, 7.409, 1.509)
C (1.365, 7.905, 1.604)
C (1.527, 9.273, 1.784)
H (-1.629, 10.344, 1.947)
H (-2.037, 7.945, 1.573)
H (-0.269, 6.374, 1.511)
H (2.245, 7.284, 1.522)
H (2.507, 9.719, 1.859)
F (-5.113, 1.356, 4.121)
C (-4.885, 0.889, 2.826)
C (-3.728, 1.292, 2.148)
C (-3.462, 0.777, 0.892)
C (-4.441, 0.062, 0.254)
C (-5.642, -0.314, 0.863)
C (-5.847, 0.131, 2.146)
H (-3.090, 1.881, 2.789)
H (-2.443, 0.889, 0.551)
H (-4.306, -0.353, -0.734)
H (-6.408, -0.795, 0.273)
H (-6.822, -0.016, 2.588)
F (3.411, 5.564, -5.394)
C (4.327, 4.609, -5.662)
C (4.515, 3.542, -4.769)
C (5.477, 2.571, -4.985)
C (6.314, 2.711, -6.076)
C (6.171, 3.816, -6.965)
C (5.127, 4.726, -6.788)
H (3.855, 3.352, -3.936)
H (5.688, 1.718, -4.358)
H (7.106, 1.999, -6.257)
H (6.855, 4.004, -7.779)
H (5.095, 5.567, -7.465)
F (-4.743, -3.141, 4.223)
C (-3.481, -3.418, 3.881)
C (-2.570, -2.362, 3.984)
C (-1.217, -2.620, 3.769)
C (-0.928, -3.928, 3.457)
C (-1.771, -5.008, 3.333)
C (-3.109, -4.718, 3.588)
H (-2.824, -1.358, 4.291)
H (-0.416, -1.896, 3.737)
H (0.105, -3.995, 3.149)
H (-1.387, -5.989, 3.098)
H (-3.808, -5.541, 3.556)
F (-1.762, -1.701, -3.962)
C (-2.572, -2.299, -3.041)
C (-2.283, -2.116, -1.685)
C (-3.046, -2.806, -0.761)
C (-4.231, -3.471, -1.199)
C (-4.559, -3.610, -2.548)
C (-3.706, -3.054, -3.451)
H (-1.466, -1.456, -1.432)
H (-2.778, -2.777, 0.284)
H (-4.898, -3.937, -0.490)
H (-5.414, -4.212, -2.819)
H (-3.913, -3.022, -4.510)
F (2.838, -5.169, 4.330)
C (2.709, -3.861, 3.965)
C (3.226, -3.432, 2.691)
C (3.203, -2.078, 2.348)
C (2.648, -1.153, 3.205)
C (2.005, -1.515, 4.345)
C (2.113, -2.885, 4.722)
H (3.732, -4.060, 1.973)
H (3.766, -1.802, 1.469)
H (2.613, -0.099, 2.972)
H (1.505, -0.809, 4.991)
H (1.833, -3.124, 5.737)
F (2.831, -2.272, -2.564)
C (3.851, -1.350, -2.411)
C (3.783, -0.407, -1.375)
C (4.722, 0.537, -1.148)
C (5.846, 0.482, -2.002)
C (5.984, -0.478, -3.013)
C (4.988, -1.389, -3.171)
H (3.043, -0.578, -0.607)
H (4.613, 1.318, -0.410)
H (6.670, 1.173, -1.908)
H (6.864, -0.531, -3.637)
H (5.008, -2.182, -3.903)
F (-2.322, -5.077, -7.496)
C (-1.177, -5.198, -6.880)
C (-0.443, -6.397, -7.075)
C (0.715, -6.608, -6.397)
C (1.201, -5.680, -5.478)
C (0.470, -4.491, -5.283)
C (-0.646, -4.235, -6.015)
H (-0.934, -7.090, -7.742)
H (1.280, -7.514, -6.560)
H (2.054, -5.900, -4.854)
H (0.866, -3.782, -4.571)
H (-1.275, -3.365, -5.896)
F (-3.219, -7.184, 1.493)
C (-3.102, -7.060, 0.139)
C (-2.373, -6.072, -0.368)
C (-2.110, -5.970, -1.738)
C (-2.713, -6.835, -2.625)
C (-3.563, -7.818, -2.100)
C (-3.729, -7.948, -0.735)
H (-2.111, -5.338, 0.380)
H (-1.565, -5.123, -2.129)
H (-2.408, -6.719, -3.655)
H (-4.118, -8.530, -2.692)
H (-4.424, -8.705, -0.405)